Density functional theory data (the ωB97M-V functional and the def2-TZVPD basis) for C2H4N2 in the gas phase.

Element x y z (Å)
N -0.938 0.685 0.224
N 2.551 0.124 0.547
C 0.151 -0.280 -0.331
C 1.455 -0.039 0.234
H -1.325 0.383 1.098
H -0.123 -1.313 0.020
H -0.080 -0.225 -1.405
H -1.691 0.666 -0.388

The value obtained for the electronic energy is -188.0810 Eh. The calculation puts the orbital gap at 10.9 eV. The calculation puts the energy above the lowest of the compared OMol25 structures with the same formula, charge and spin at 23.4 kcal/mol. As for the SMILES: N#CCN. For the HOMO energy, the calculation gives -10.330 eV. The strongest force on any atom comes out at 4.3 eV/A.

Results of the natural (NBO) charge analysis, in e, for atoms 1 through 5: atom 1 (N): -0.802, atom 2 (N): -0.293, atom 3 (C): -0.347, atom 4 (C): 0.264, atom 5 (H): 0.356

---

Density functional theory data (the ωB97M-V functional and the def2-TZVPD basis) for C2H4N4O in the gas phase.

Element x y z (Å)
O 0.046 -0.797 -0.174
N 2.326 -0.261 0.032
N -0.787 1.330 -0.025
N -2.332 -0.365 -0.099
N 0.641 1.386 -0.093
C -1.032 0.068 0.050
C 1.048 0.161 -0.048
H -2.994 0.397 -0.215
H 2.762 -1.285 -0.141
H 2.969 0.370 0.084
H -2.648 -1.005 0.628

The value obtained for the electronic energy is -372.8320 Eh. The calculation puts the orbital gap at 9.1 eV. The calculation puts the energy above the lowest of the compared OMol25 structures with the same formula, charge and spin at 42.9 kcal/mol. As for the SMILES: Nc1nnc(N)o1. For the HOMO energy, the calculation gives -8.385 eV. The strongest force on any atom comes out at 8.3 eV/A.

Results of the natural (NBO) charge analysis, in e, for atoms 1 through 5: atom 1 (O): -0.442, atom 2 (N): -0.806, atom 3 (N): -0.320, atom 4 (N): -0.822, atom 5 (N): -0.381

---

Density functional theory data (the ωB97M-V functional and the def2-TZVPD basis) for C23H22Br2N3OPPd as an isolated structure.

Element x y z (Å)
Pd 1.215 -0.056 0.509
Br -1.742 1.082 -0.349
Br 2.370 1.618 -0.819
P 1.375 1.228 2.261
O 0.986 -1.468 -1.059
N 0.880 0.126 3.464
N 0.291 -1.359 1.801
N 1.604 -1.233 -2.212
C -1.885 3.555 2.979
C 2.857 -0.774 -4.599
C 2.836 -1.727 -2.411
C -1.564 4.720 2.300
C 3.484 -1.511 -3.605
C 5.362 1.787 2.797
C 1.591 -0.267 -4.361
C -0.310 -2.482 1.370
C -0.879 -3.384 2.235
C 0.981 -0.505 -3.149
C -0.989 2.496 3.001
C 2.993 2.735 3.900
C 4.210 3.146 4.419
C -0.232 -1.954 4.051
C 5.392 2.672 3.866
C -1.422 2.341 -1.661
C -0.824 -3.113 3.601
C 0.234 2.613 2.348
C -0.345 4.835 1.642
C 0.557 3.784 1.662
C 2.963 1.835 2.833
C 0.314 -1.078 3.113
C 4.149 1.365 2.278
H -2.834 3.467 3.490
H -0.295 -2.633 0.299
H -1.255 -3.805 4.313
H -1.605 2.059 -2.683
H 3.353 -0.594 -5.542
H 6.342 3.003 4.264
H 4.117 0.691 1.431
H 4.474 -1.920 -3.745
H -1.058 3.303 -1.348
H 3.238 -2.283 -1.578
H -2.265 5.544 2.282
H 4.236 3.843 5.245
H 0.006 -0.142 -2.863
H 1.069 0.321 -5.101
H 1.042 0.307 4.443
H 1.504 3.868 1.143
H -0.096 5.746 1.115
H -1.348 -4.277 1.854
H 6.286 1.432 2.360
H -1.247 1.582 3.521
H -0.196 -1.710 5.103
H 2.071 3.127 4.314

The value obtained for the electronic energy is -6746.2230 Eh. The calculation puts the orbital gap (spin up / spin down) at 7.5 / 8.6 eV. The calculation puts the energy above the lowest of the compared OMol25 structures with the same formula, charge and spin at 0.0 kcal/mol. Its spin multiplicity is 2. For the HOMO energy (spin up / spin down), the calculation gives -10.491 / -11.585 eV. Its net charge is +1. The strongest force on any atom comes out at 0.2 eV/A. As for the expectation value of S²: 0.7551.

Results of the natural (NBO) charge analysis, in e, for atoms 1 through 5: atom 1 (Pd): 0.557, atom 2 (Br): 0.080, atom 3 (Br): -0.507, atom 4 (P): 1.397, atom 5 (O): -0.654

---

Density functional theory data (the ωB97M-V functional and the def2-TZVPD basis) for C4H12N2S in the gas phase.

Element x y z (Å)
S -2.173 0.160 0.979
N 0.322 -2.436 -0.106
N 1.176 0.909 -1.326
C 2.163 1.506 -0.459
C 0.230 0.029 -0.636
C -0.557 0.855 0.397
C 0.989 -1.130 0.099
H -0.074 0.886 1.376
H -0.304 -2.660 0.648
H 2.045 -1.274 -0.254
H 2.759 2.217 -1.040
H -2.667 -0.454 -0.122
H -0.789 1.861 0.064
H -0.026 -2.492 -1.056
H 1.074 -0.977 1.214
H 1.675 0.525 -2.118
H -0.406 -0.427 -1.396
H 1.856 2.051 0.453
H 2.895 0.838 0.051

The value obtained for the electronic energy is -667.2570 Eh. The calculation puts the orbital gap at 9.3 eV. The calculation puts the energy above the lowest of the compared OMol25 structures with the same formula, charge and spin at 23.7 kcal/mol. As for the SMILES: CN[C@@H](CN)CS. For the HOMO energy, the calculation gives -8.433 eV. The strongest force on any atom comes out at 2.0 eV/A.

Results of the natural (NBO) charge analysis, in e, for atoms 1 through 5: atom 1 (S): -0.071, atom 2 (N): -0.860, atom 3 (N): -0.632, atom 4 (C): -0.436, atom 5 (C): -0.081

---

Density functional theory data (the ωB97M-V functional and the def2-TZVPD basis) for C5H5N3 in the gas phase.

Element x y z (Å)
N -0.200 0.764 -0.681
N -1.652 -0.866 -0.315
N 3.136 -0.440 -0.516
C -0.482 -1.247 0.408
C 0.329 1.423 0.498
C -1.544 0.279 -0.726
C 0.723 -0.098 0.027
C 1.996 -0.384 -0.402
H -0.491 -1.436 1.355
H -0.403 1.460 1.315
H 1.095 2.042 0.477
H -0.227 -2.254 -0.002
H -2.280 0.757 -1.439

The value obtained for the electronic energy is -357.6503 Eh. The calculation puts the orbital gap at 10.3 eV. The calculation puts the energy above the lowest of the compared OMol25 structures with the same formula, charge and spin at 76.8 kcal/mol. As for the SMILES: N#C[C@]12CN=CN1C2. For the HOMO energy, the calculation gives -9.537 eV. The strongest force on any atom comes out at 7.4 eV/A.

Results of the natural (NBO) charge analysis, in e, for atoms 1 through 5: atom 1 (N): -0.434, atom 2 (N): -0.395, atom 3 (N): -0.271, atom 4 (C): -0.210, atom 5 (C): -0.158

---

Density functional theory data (the ωB97M-V functional and the def2-TZVPD basis) for C30H32ClCoN3SSi2 as an isolated structure.

Element x y z (Å)
Co -1.114 -0.109 2.246
Cl -2.580 -0.866 -3.679
S -2.065 -1.719 1.014
Si 0.512 0.338 0.638
Si -0.672 -0.250 -3.324
N -3.788 0.751 1.712
N -4.387 -0.363 1.108
N -4.447 -2.481 0.240
C -0.823 1.064 -2.024
C 1.783 -4.144 -2.432
C -0.949 0.814 -0.537
C 2.455 2.059 2.004
C -2.166 -1.259 3.931
C -1.531 1.918 0.252
C 1.433 2.856 -0.043
C 1.978 -0.460 -0.374
C -1.198 2.307 -2.518
C -2.633 0.054 4.166
C 2.509 0.193 -1.488
C 0.744 -3.766 -1.581
C 3.636 -0.307 -2.146
C -0.737 -1.215 3.848
C 2.038 -3.373 -3.578
C -1.779 3.285 -1.703
C -0.058 -2.644 -1.830
C 3.774 -2.101 -0.560
C -0.314 0.157 4.018
C 1.270 -2.222 -3.799
C -1.513 0.943 4.148
C 3.347 4.015 0.855
C -2.004 3.058 -0.348
C 1.538 1.906 0.966
C 0.269 -1.816 -2.910
C 3.367 3.118 1.925
C 4.238 -1.489 -1.720
C -3.729 -1.475 0.768
C 2.651 -1.590 0.105
C 2.366 3.893 -0.114
H 2.459 1.341 2.821
H -5.451 -2.442 0.086
H 0.646 2.771 -0.797
H -4.241 0.892 2.600
H 3.969 0.182 -3.050
H -1.056 2.525 -3.579
H 5.060 -1.915 -2.260
H -2.582 3.726 0.228
H -0.063 -2.037 3.670
H -0.143 0.263 -4.523
H -3.651 0.353 4.403
H 4.213 -3.033 -0.224
H -0.872 -2.397 -1.144
H 1.480 -1.622 -4.682
H 2.274 -2.102 0.985
H -1.574 -0.113 -0.521
H 2.277 4.623 -0.929
H 0.558 -4.345 -0.673
H -2.775 -2.161 3.850
H 2.049 1.110 -1.875
H 4.081 3.251 2.720
H 2.824 -3.685 -4.266
H -1.734 1.787 1.310
H -5.381 -0.310 0.916
H -3.950 -3.291 -0.088
H -2.095 4.233 -2.110
H -1.497 2.035 4.292
H 2.408 -5.026 -2.211
H 0.409 -0.648 1.778
H -3.809 1.569 1.109
H 4.032 4.875 0.838
H 0.714 0.514 4.090

The value obtained for the electronic energy is -4146.4634 Eh. The calculation puts the orbital gap (spin up / spin down) at 7.0 / 6.7 eV. The calculation puts the energy above the lowest of the compared OMol25 structures with the same formula, charge and spin at 8.4 kcal/mol. Its spin multiplicity is 5. For the HOMO energy (spin up / spin down), the calculation gives -9.430 / -10.674 eV. Its net charge is +1. The strongest force on any atom comes out at 5.8 eV/A. As for the expectation value of S²: 6.0638.

Results of the natural (NBO) charge analysis, in e, for atoms 1 through 5: atom 1 (Co): 0.980, atom 2 (Cl): -0.385, atom 3 (S): -0.205, atom 4 (Si): 1.336, atom 5 (Si): 1.398

---

Density functional theory data (the ωB97M-V functional and the def2-TZVPD basis) for a 2-piece molecular cluster, C5H12NS2 overall.

Element x y z (Å)
S 1.455 -0.398 -0.443
S 0.355 0.912 1.970
N -1.227 1.020 -1.016
C -0.718 -2.218 -0.351
C 2.220 1.234 -0.060
C 1.179 1.984 0.719
C -0.568 -1.524 0.956
C 0.419 -0.469 0.890
H -1.958 0.527 -1.520
H -0.961 -1.296 -0.976
H -1.699 1.291 -0.169
H 3.147 0.964 0.404
H -1.481 -1.158 1.395
H -0.164 -2.329 1.723
H 0.401 2.220 0.072
H 2.412 1.648 -1.040
H 1.330 2.903 1.273
H 0.266 -2.792 -0.528
H -1.029 1.854 -1.520
H -1.598 -2.977 -0.333

The value obtained for the electronic energy is -1048.5501 Eh. The calculation puts the orbital gap (spin up / spin down) at 8.6 / 8.6 eV. The calculation puts the energy above the lowest of the compared OMol25 structures with the same formula, charge and spin at 38.6 kcal/mol. For the HOMO energy (spin up / spin down), the calculation gives -13.682 / -13.683 eV. Its net charge is +1. The strongest force on any atom comes out at 4.2 eV/A.

Results of the natural (NBO) charge analysis, in e, for atoms 1 through 5: atom 1 (S): 0.568, atom 2 (S): 0.448, atom 3 (N): -1.106, atom 4 (C): -0.635, atom 5 (C): -0.519

---

Density functional theory data (the ωB97M-V functional and the def2-TZVPD basis) for C3H3O2P in the gas phase.

Element x y z (Å)
P 1.245 0.358 -0.504
O 2.137 1.069 -1.373
O -0.329 0.747 -0.740
C -1.406 -0.050 -0.126
C 2.122 -1.120 1.845
C 1.524 -0.549 0.874
H -1.860 -0.698 -0.859
H -1.201 -0.485 0.918
H -2.232 0.727 -0.035

The value obtained for the electronic energy is -607.8060 Eh. The calculation puts the orbital gap at 9.3 eV. The calculation puts the energy above the lowest of the compared OMol25 structures with the same formula, charge and spin at 78.2 kcal/mol. For the HOMO energy, the calculation gives -10.652 eV. The strongest force on any atom comes out at 3.7 eV/A.

Results of the natural (NBO) charge analysis, in e, for atoms 1 through 5: atom 1 (P): 2.251, atom 2 (O): -0.936, atom 3 (O): -0.767, atom 4 (C): -0.282, atom 5 (C): 0.203